Record 1
{"formula": "C3H3I", "method": "wB97M-V/def2-TZVPD", "homo_ev": [-7.15, -9.19], "e_above_lowest_kj_mol": 467.18, "e_lumo_ev": [-0.29, -0.03], "elements": ["I", "C", "C", "C", "H", "H", "H"], "coordinates": [[-1.783041, 2.492654, 0.958174], [0.854124, 0.734025, -0.188993], [-0.525720, 0.933605, 0.332146], [0.470905, 0.050446, 0.907435], [0.659209, -0.875217, 1.544363], [1.432207, 0.767355, -1.098371], [-2.554238, -0.231814, -0.463003]], "atomic_forces_ev_per_a": [[0.387, 0.276, 0.215], [-2.153, -0.774, 1.508], [0.910, -1.305, -0.428], [0.183, -0.279, -0.852], [-0.210, 1.734, -0.819], [0.263, 0.207, 0.280], [0.620, 0.139, 0.096]]}


Record 2
{"formula": "C42H49BrN7Os", "method": "wB97M-V/def2-TZVPD", "homo_ev": [-16.15, -16.13], "multiplicity": 5, "e_above_lowest_kj_mol": 163.15, "charge": 3, "e_lumo_ev": [-8.42, -11.24], "elements": ["Os", "Br", "N", "N", "N", "N", "N", "N", "N", "C", "C", "C", "C", "C", "C", "C", "C", "C", "C", "C", "C", "C", "C", "C", "C", "C", "C", "C", "C", "C", "C", "C", "C", "C", "C", "C", "C", "C", "C", "C", "C", "C", "C", "C", "C", "C", "C", "C", "C", "C", "C", "H", "H", "H", "H", "H", "H", "H", "H", "H", "H", "H", "H", "H", "H", "H", "H", "H", "H", "H", "H", "H", "H", "H", "H", "H", "H", "H", "H", "H", "H", "H", "H", "H", "H", "H", "H", "H", "H", "H", "H", "H", "H", "H", "H", "H", "H", "H", "H", "H"], "coordinates": [[0.227612, -0.423619, -0.447980], [1.702148, 1.170299, -3.383254], [0.934981, -2.409413, -0.546329], [2.645164, -0.348968, -0.981593], [-0.962961, 1.314070, -0.271021], [4.192340, -1.520770, -1.983209], [2.284806, -3.979013, -1.161387], [-0.085857, -0.807621, -2.594048], [0.718343, -0.386519, 1.552457], [1.325695, -1.556575, 2.259721], [-3.602389, 2.423896, -3.424894], [-2.484254, 3.187845, -3.143473], [2.979792, -1.544907, -1.408156], [-3.932958, 1.375791, -2.591573], [-0.918975, -2.138407, 3.541475], [-1.259588, 3.705443, 3.106633], [-1.006012, 5.018950, -0.846809], [3.241229, -2.896527, 2.726267], [-5.202139, 0.325816, -0.244332], [2.103836, -2.658404, -1.099356], [-1.282916, -2.213670, -4.136673], [-1.899711, 1.707795, -1.365901], [1.170090, -4.612821, -0.628847], [-0.220748, 2.742631, 3.000694], [-3.716618, 0.040044, -0.505050], [-0.826603, -1.453271, -5.203900], [4.852242, -1.170235, 0.894786], [-2.252780, 3.749499, 2.138281], [-3.124278, 1.017704, -1.524260], [3.694864, -0.642593, 1.753746], [2.717205, -1.733717, 2.195355], [4.266342, 0.058124, 2.999169], [0.048083, -0.411095, -4.950883], [-1.074167, 2.014455, 0.853371], [-0.144625, 1.873702, 1.951490], [-0.863625, -1.364829, 4.868802], [-1.906190, -1.477875, 2.596972], [-0.886155, -1.870367, -2.872070], [0.503582, -2.401799, 3.026109], [-0.510589, 3.915873, -1.804868], [-3.581174, -1.425772, -0.902425], [0.691050, 0.720027, 2.207174], [-2.167694, 2.939814, 1.026818], [2.433337, -3.831315, 3.347546], [-1.614081, 2.877709, -2.107849], [1.089357, -3.554379, 3.522280], [0.398638, -0.130797, -3.645098], [-0.026101, 4.669622, -3.062577], [0.335454, -3.624945, -0.237210], [3.701139, 0.486308, -1.284060], [4.672996, -0.230745, -1.903003], [-0.624195, -3.701545, 0.250920], [3.096106, -4.457204, -1.521371], [0.470378, -4.236081, 4.097345], [-1.118259, -1.688930, -6.222491], [4.512879, -1.887227, 0.139169], [-1.844795, -1.365582, 5.354656], [-0.684512, 5.516798, -3.268847], [-0.272302, 5.829772, -0.813664], [-2.538863, -1.755580, -0.887003], [0.332490, 3.414773, -1.326233], [5.600070, -1.676376, 1.510555], [-1.755775, -0.397692, 2.547392], [-5.517221, -0.166880, 0.680375], [5.643300, 0.056876, -2.288474], [-0.144349, -1.807293, 5.560510], [-4.875208, 0.857521, -2.735629], [0.479778, 0.175553, -5.749927], [-4.259359, 2.698466, -4.245274], [-2.931967, 2.988806, 0.261844], [4.314665, -3.060540, 2.678249], [-1.323538, -3.121470, 3.770468], [-1.933550, -3.069817, -4.279967], [-5.398542, 1.396197, -0.141463], [-0.578701, -0.314730, 4.704303], [1.253727, 0.734423, 3.138267], [-3.203906, 0.189669, 0.442037], [-1.953279, 5.438242, -1.203761], [-2.930936, -1.636602, 2.945407], [3.492343, 0.561733, 3.591974], [5.007903, 0.811182, 2.709202], [-4.123861, -2.072860, -0.210641], [-1.303364, 4.364756, 3.968396], [-3.980674, -1.589773, -1.908099], [4.689652, -2.290760, -2.400857], [1.086999, -5.689720, -0.557299], [0.006668, 4.055704, -3.959677], [5.367417, -0.344362, 0.397138], [-1.199395, -2.468526, -2.038966], [4.758545, -0.665965, 3.653889], [2.860677, -4.742863, 3.754168], [-5.838392, -0.060201, -1.047638], [3.706334, 1.538766, -1.029500], [-3.087145, 4.434160, 2.241461], [0.972235, 5.082979, -2.893375], [-1.148411, 4.677239, 0.175520], [0.506272, 2.650339, 3.804906], [-1.827161, -1.900996, 1.594612], [3.154593, 0.103192, 1.183186], [-2.292510, 4.077974, -3.732849]], "atomic_forces_ev_per_a": [[0.383, -0.421, -0.769], [-0.465, 0.672, -0.226], [-0.678, 0.001, 0.453], [-0.267, 0.363, 0.017], [-0.616, 0.305, -0.187], [0.215, 0.192, -0.692], [-0.057, -0.664, -0.086], [-0.227, -0.048, 0.262], [0.056, -0.346, 0.045], [-0.057, 0.475, -0.058], [-0.058, 0.205, -0.176], [-0.124, 0.173, -0.312], [-0.020, -0.195, -0.213], [-0.151, -0.131, -0.138], [0.164, 0.150, -0.034], [0.086, -0.009, 0.092], [0.009, -0.003, -0.028], [0.327, -0.377, 0.100], [-0.123, 0.142, 0.081], [0.078, -0.061, 0.108], [-0.126, -0.115, -0.125], [0.242, -0.029, 0.422], [0.512, -0.041, -0.100], [-0.194, 0.611, 0.577], [0.045, -0.002, -0.087], [0.051, 0.052, -0.188], [0.184, -0.211, 0.473], [0.024, -0.002, 0.280], [0.282, -0.231, 0.233], [0.081, -0.144, 0.277], [-0.016, 0.557, -0.320], [0.004, 0.051, 0.066], [-0.133, -0.131, -0.219], [-0.121, -0.184, -0.211], [0.116, -0.502, -0.271], [0.067, 0.077, 0.017], [-0.128, 0.101, -0.107], [0.143, 0.197, 0.031], [-0.379, 0.455, -0.200], [-0.187, -0.042, -0.089], [0.140, -0.118, -0.020], [-0.090, 0.153, 0.193], [-0.038, -0.127, 0.184], [-0.007, -0.160, 0.076], [0.348, 0.162, 0.181], [0.203, -0.398, 0.226], [-0.083, -0.009, -0.022], [0.139, -0.153, 0.051], [0.082, 0.441, -0.101], [-0.204, 0.076, 0.093], [-0.159, -0.155, -0.352], [0.082, 0.075, -0.052], [0.026, -0.047, 0.001], [0.092, 0.030, -0.025], [0.031, 0.039, 0.106], [0.296, 0.187, 0.660], [0.125, 0.005, -0.104], [0.048, -0.073, -0.031], [-0.083, -0.091, -0.037], [-0.004, 0.039, 0.039], [0.129, -0.119, -0.068], [-0.096, 0.015, 0.002], [-0.034, 0.044, -0.102], [0.051, 0.031, -0.132], [-0.196, -0.109, 0.082], [-0.061, 0.041, -0.040], [0.108, 0.061, -0.007], [-0.049, -0.018, 0.014], [0.112, -0.041, 0.103], [0.069, -0.040, 0.072], [-0.154, 0.011, 0.053], [0.009, -0.157, 0.017], [0.090, 0.120, 0.014], [-0.015, -0.091, 0.004], [-0.007, -0.170, 0.010], [-0.067, 0.099, 0.078], [0.216, -0.005, 0.222], [0.116, -0.044, 0.039], [0.128, -0.008, -0.035], [0.099, -0.108, -0.088], [-0.122, -0.120, 0.034], [-0.038, 0.077, -0.016], [0.060, -0.114, -0.111], [0.062, -0.021, 0.078], [0.034, -0.060, -0.018], [0.075, 0.228, -0.053], [0.083, -0.142, -0.009], [-0.036, -0.242, 0.366], [-0.043, -0.031, 0.157], [-0.028, 0.087, -0.045], [-0.058, 0.112, -0.058], [0.104, 0.080, 0.118], [-0.054, -0.219, -0.041], [0.073, -0.050, -0.004], [-0.137, -0.048, 0.034], [0.097, 0.128, -0.173], [-0.182, 0.087, -0.042], [-0.102, 0.021, -0.230], [-0.064, 0.087, -0.027], [-0.056, -0.137, 0.035]]}


Record 3
{"formula": "C31H39BrN8O", "method": "wB97M-V/def2-TZVPD", "homo_ev": -7.99, "smiles": "N#CC[C@@](Br)(C#N)CCCO.c1cc[nH]c1.c1cc[nH]c1.c1cc[nH]c1.c1cc[nH]c1.c1cc[nH]c1.c1cc[nH]c1", "e_lumo_ev": -0.15, "elements": ["Br", "O", "N", "N", "N", "N", "N", "N", "N", "N", "C", "C", "C", "C", "C", "C", "C", "C", "C", "C", "C", "C", "C", "C", "C", "C", "C", "C", "C", "C", "C", "C", "C", "C", "C", "C", "C", "C", "C", "C", "C", "H", "H", "H", "H", "H", "H", "H", "H", "H", "H", "H", "H", "H", "H", "H", "H", "H", "H", "H", "H", "H", "H", "H", "H", "H", "H", "H", "H", "H", "H", "H", "H", "H", "H", "H", "H", "H", "H", "H"], "coordinates": [[5.754855, -0.839043, -2.275877], [0.044678, -4.067212, -2.849273], [6.667211, -5.420928, -3.650190], [0.191709, 1.512740, 6.522305], [-1.532447, 4.916236, -0.343503], [-1.762122, -7.110423, -4.881383], [-2.411222, 0.944762, -1.618843], [4.690978, -2.507960, -5.766823], [1.189471, 1.733502, 2.714374], [-3.032868, 3.913604, 3.352260], [-1.742710, -6.619107, -7.045584], [-1.037044, -7.230112, -6.037907], [-3.587167, 5.006519, 3.963007], [0.217922, 0.406873, 7.329233], [-2.566341, 5.765350, 4.483250], [-1.696899, 1.198122, -0.480081], [-1.350894, 5.109128, 4.169981], [3.080584, -1.948281, -2.526615], [-1.005089, 2.159996, 6.677186], [-2.703210, 5.918371, -1.940764], [1.815047, 0.531192, 2.912593], [1.481869, -4.042367, -3.219082], [-1.115791, -0.824668, -1.273083], [1.905801, -2.497923, -3.474639], [-0.979435, 0.342914, 8.000809], [1.761995, 2.681962, 3.519778], [-0.885967, 0.114965, -0.237755], [-2.918305, -6.421963, -5.139123], [-1.669456, 3.970709, 3.469302], [-2.060277, -0.283567, -2.111941], [-0.806695, 4.794632, -1.499253], [-1.511167, 5.404584, -2.508739], [-1.754938, 1.453912, 7.587215], [6.019918, -4.541139, -3.122484], [-2.934579, -6.106672, -6.475886], [2.769914, 2.079626, 4.233844], [4.575878, -2.327918, -2.985935], [4.807012, -2.393895, -4.560430], [2.803681, 0.716423, 3.848517], [-2.687901, 5.604809, -0.603245], [5.067440, -3.662594, -2.186711], [2.079331, -2.343435, -4.601009], [-0.642520, -1.788866, -1.393450], [-1.258709, 4.556042, 0.557793], [2.029362, -4.555435, -2.352149], [-0.085017, -7.739745, -6.043767], [-1.487537, -7.471662, -3.981635], [-1.045599, 3.197962, 3.046386], [-2.682204, 6.690967, 5.027927], [-1.434426, -6.547758, -8.078486], [4.112395, -4.241429, -1.915972], [1.404691, 3.701232, 3.514431], [3.012804, -0.788664, -2.560170], [0.145098, 4.284500, -1.503419], [-2.512663, -0.666843, -3.014391], [-1.201867, 5.474330, -3.541516], [-3.398057, 5.810477, 0.184030], [-3.627989, -6.217736, -4.351267], [-3.485803, 6.458698, -2.453480], [2.948938, -2.269598, -1.419427], [-3.089748, 1.566057, -2.031058], [3.475879, -0.045302, 4.215937], [1.504546, -0.349697, 2.370810], [1.083454, -0.238395, 7.355165], [-2.750802, 1.709959, 7.919014], [3.411449, 2.566544, 4.954321], [5.560854, -3.378605, -1.175567], [-0.225945, -4.994587, -3.078922], [-3.547786, 3.181599, 2.888264], [-0.352953, 5.433710, 4.427871], [0.426397, 1.894669, 2.075899], [0.939218, 1.805543, 5.909222], [-1.827599, 2.124379, 0.059657], [-4.657380, 5.149056, 3.976189], [-3.717761, -5.566095, -6.987272], [0.963140, -1.864677, -3.221360], [-0.201804, 0.011122, 0.592349], [-1.219964, 3.064097, 6.126722], [-1.264794, -0.419189, 8.711633], [1.666586, -4.625299, -4.202228]], "atomic_forces_ev_per_a": [[-0.407, -0.642, -0.576], [1.387, -1.391, -1.063], [-3.491, 5.079, 2.688], [-0.093, -0.024, 0.133], [0.013, -0.004, -0.084], [0.054, 0.114, 0.042], [0.072, -0.045, 0.030], [0.928, 0.731, 6.887], [0.084, -0.024, 0.124], [-0.005, 0.084, -0.086], [0.262, -0.123, 0.040], [0.098, -0.040, -0.099], [-0.006, -0.012, 0.038], [0.011, -0.007, -0.043], [-0.267, 0.032, -0.009], [-0.021, 0.029, 0.100], [0.184, -0.142, -0.165], [-0.221, 0.985, -0.889], [-0.003, 0.019, -0.051], [-0.197, 0.024, 0.212], [0.027, -0.039, -0.034], [-0.110, 0.447, -0.361], [-0.028, -0.131, -0.234], [-0.964, -0.342, 0.671], [0.203, -0.184, 0.031], [-0.064, 0.116, -0.020], [-0.050, 0.285, 0.095], [-0.130, 0.044, 0.007], [0.027, 0.002, -0.140], [-0.009, -0.011, 0.008], [0.055, -0.071, -0.038], [0.254, -0.153, 0.005], [-0.056, 0.206, -0.120], [1.618, -3.721, -0.274], [-0.161, 0.043, 0.242], [-0.081, 0.257, 0.060], [0.442, -0.204, 0.013], [-1.872, -0.727, -3.637], [-0.122, -0.273, -0.145], [-0.137, -0.020, 0.049], [0.195, -0.265, -1.185], [0.137, -0.132, 1.850], [-0.110, 0.056, -0.007], [-0.055, 0.220, -0.099], [-0.396, 0.871, -1.266], [-0.110, 0.042, -0.041], [-0.106, 0.005, -0.217], [-0.090, 0.030, 0.187], [0.008, -0.111, -0.062], [-0.019, -0.014, 0.122], [1.627, 0.478, -0.732], [0.084, -0.084, 0.007], [0.127, -2.054, 0.119], [-0.104, 0.051, -0.038], [0.074, 0.000, 0.112], [-0.012, -0.002, 0.121], [0.079, 0.008, -0.084], [0.056, -0.017, -0.113], [0.086, -0.046, 0.074], [0.236, 0.433, -1.918], [0.185, -0.072, 0.074], [-0.084, 0.077, -0.046], [0.056, 0.076, 0.090], [-0.111, 0.050, 0.003], [0.108, -0.010, -0.036], [-0.050, -0.025, -0.099], [-0.563, -0.475, -2.065], [0.035, 1.370, 0.372], [0.098, 0.121, 0.138], [-0.104, -0.026, -0.014], [0.197, -0.103, 0.072], [-0.103, -0.068, 0.018], [-0.010, -0.078, -0.089], [0.126, 0.000, 0.035], [0.083, -0.060, 0.072], [1.600, -1.135, -0.347], [-0.066, -0.026, -0.075], [-0.012, -0.090, 0.061], [0.044, 0.077, -0.074], [-0.360, 0.760, 1.677]]}


Record 4
{"formula": "C3H6O2S2", "method": "wB97M-V/def2-TZVPD", "homo_ev": -8.74, "smiles": "CO[C@]1(SC)OS1", "e_above_lowest_kj_mol": 323.23, "e_lumo_ev": 0.25, "elements": ["S", "S", "O", "O", "C", "C", "C", "H", "H", "H", "H", "H", "H"], "coordinates": [[2.832953, -0.460900, 0.575354], [1.051392, 1.757709, -0.640516], [0.426708, -0.859869, -0.595617], [2.696517, -0.213770, -1.097930], [1.444349, -0.025850, -0.458755], [0.694567, -2.192070, -0.082694], [0.273772, 1.970807, 0.978969], [0.721873, 1.488863, 1.816171], [0.030854, -3.025098, -0.379235], [1.658206, -2.593355, -0.475957], [0.249478, 3.051498, 1.149866], [0.734172, -2.158788, 1.022251], [-0.774223, 1.597015, 0.842502]], "atomic_forces_ev_per_a": [[0.604, 0.635, 1.014], [0.313, -1.185, 0.783], [-0.857, -1.798, -0.222], [-0.811, -0.834, -0.751], [1.548, 2.077, -0.133], [0.977, -1.292, 0.017], [-2.100, 0.501, -1.243], [0.764, -0.463, 0.335], [-0.716, 1.353, -0.227], [-0.436, 0.725, 0.427], [-0.094, -0.206, 0.061], [-0.007, 0.046, -0.611], [0.815, 0.441, 0.550]]}